{"formula": "C10H13BrNO3", "method": "ωB97M-V with the def2-TZVPD basis set", "fmax_ha_per_bohr": 0.089, "homo_energy_ev": -12.676, "total_charge": 1, "e_tot_ha": -3243.00073, "homo_lumo_gap_ha": 0.3153, "symbols": ["C", "N", "C", "C", "C", "C", "O", "O", "C", "C", "C", "C", "C", "O", "Br", "H", "H", "H", "H", "H", "H", "H", "H", "H", "H", "H", "H", "H"], "xyz": [[1.0376, 0.0124, 3.0217], [-0.0775, -0.4987, 2.1550], [0.0964, -0.8003, 0.8884], [-0.9821, -1.3559, 0.0624], [-0.9617, -0.5599, -1.2746], [-1.4021, 0.8585, -0.9484], [-0.8509, 1.3293, 0.0624], [-2.1284, 1.5062, -1.7703], [-2.6273, 2.7966, -1.5931], [0.3310, -0.4905, -1.8898], [1.4360, -0.3693, -1.1835], [1.5626, -0.5765, 0.2508], [3.0434, -1.6491, 0.1056], [4.0385, -1.0678, -0.0529], [2.5638, -3.5294, 0.1853], [1.4241, 0.8088, 2.4448], [0.6567, 0.4130, 3.9509], [1.6171, -0.8393, 3.3980], [-1.0010, -0.7188, 2.4069], [-1.9127, -1.1884, 0.6368], [-0.7093, -2.4776, -0.1453], [-1.7195, -1.0179, -2.0056], [-2.5280, 3.2472, -0.6519], [-3.6721, 2.9022, -2.0297], [-1.9631, 3.3197, -2.2962], [0.2672, -0.2599, -3.0060], [2.3663, 0.0243, -1.6294], [2.0950, 0.1810, 0.9077]], "atomic_forces_ev_per_a": [[-2.1, -1.3, 0.9], [1.9, -0.8, -2.1], [3.7, 0.2, 1.0], [0.4, -0.9, -0.4], [-4.2, -1.8, -0.5], [2.7, 0.7, 2.8], [-1.3, -0.1, -1.0], [-1.4, -2.2, -0.9], [-0.4, 1.8, -3.0], [0.9, 1.0, -2.7], [1.4, 1.6, -1.0], [0.2, -0.6, 2.0], [-3.0, 0.7, 1.2], [0.1, -0.8, -0.1], [0.6, 0.6, -0.1], [1.2, 0.5, 0.0], [-0.6, 0.3, -0.1], [0.6, 0.4, -0.9], [-1.3, 0.2, 1.5], [0.1, -0.6, -0.6], [-0.7, 2.0, 0.4], [1.0, 0.5, 1.1], [0.1, 0.0, 1.6], [1.3, -0.6, 0.8], [-0.5, 0.7, 0.3], [0.6, -0.4, 1.6], [-0.6, -0.6, -0.2], [-0.8, -0.6, -1.6]]}

{"formula": "C7H12NS", "method": "ωB97M-V with the def2-TZVPD basis set", "fmax_ha_per_bohr": 0.078, "homo_energy_ev": -12.587, "total_charge": 1, "e_tot_ha": -726.54995, "homo_lumo_gap_ha": 0.3451, "symbols": ["C", "N", "C", "S", "C", "C", "C", "C", "C", "H", "H", "H", "H", "H", "H", "H", "H", "H", "H", "H", "H"], "xyz": [[-1.6493, -1.4989, 1.0791], [-1.0036, -1.0034, -0.1569], [-2.0038, -0.3453, -1.0075], [-1.0553, 0.9126, -2.1524], [0.2140, 0.8957, -0.9315], [0.2255, -0.1045, -0.0561], [1.3208, -0.0573, 0.8819], [2.3024, 0.9409, 0.1505], [1.4314, 1.7190, -0.7789], [-1.7039, -0.6624, 1.8403], [-2.6412, -1.8616, 0.9968], [-0.9832, -2.2052, 1.3667], [-0.8054, -1.9094, -0.6806], [-2.6567, -1.0831, -1.5817], [-2.6662, 0.3280, -0.4259], [1.2007, 0.3698, 1.9116], [1.7141, -1.0223, 1.1893], [2.7977, 1.5223, 1.0210], [2.8699, 0.3128, -0.4787], [1.9238, 1.9669, -1.7668], [1.1683, 2.7853, -0.4202]], "atomic_forces_ev_per_a": [[-0.1, 3.6, 1.5], [-0.1, -1.3, -1.5], [-1.1, 1.9, -2.0], [-0.5, -1.2, 1.3], [-0.5, -0.8, -0.8], [-2.5, 0.2, -0.4], [1.4, 0.2, 2.5], [-0.5, -0.4, 2.9], [-0.3, 3.8, -1.4], [0.3, -0.9, -0.9], [-0.8, -0.5, -0.9], [1.6, -2.4, 1.7], [0.5, 1.4, 0.6], [1.2, 0.9, 0.7], [0.5, -0.7, 0.0], [-1.1, 0.0, -0.8], [0.6, -0.3, -0.7], [-0.2, -0.9, -2.2], [1.7, -0.4, -0.2], [-0.5, -0.6, 0.9], [0.1, -1.6, -0.2]]}

{"formula": "C7H8FNO2", "method": "ωB97M-V with the def2-TZVPD basis set", "fmax_ha_per_bohr": 0.092, "homo_energy_ev": -9.496, "total_charge": 0, "e_tot_ha": -576.53797, "homo_lumo_gap_ha": 0.3675, "symbols": ["C", "C", "C", "C", "C", "O", "N", "C", "O", "C", "F", "H", "H", "H", "H", "H", "H", "H", "H"], "xyz": [[1.3576, -2.4715, -0.5414], [1.1164, -1.4193, 0.2155], [-0.0039, -0.6307, 0.7286], [-0.8838, -0.0271, -0.2973], [-2.0351, 0.7976, 0.3167], [-1.5383, 1.8459, 1.2451], [0.0235, 0.8663, -0.9904], [1.2832, 0.9997, -0.5657], [2.1242, 1.7391, -0.8961], [1.4228, -0.0713, 0.6617], [2.2141, 0.2599, 1.7020], [2.2571, -2.4039, -1.0926], [0.5564, -3.1909, -0.6860], [-0.3022, -0.9004, 1.7167], [-1.3130, -0.5761, -1.0548], [-2.6799, 0.3021, 0.9939], [-2.5887, 1.3498, -0.4522], [-0.7967, 2.2609, 0.9088], [-0.2137, 1.2698, -1.9125]], "atomic_forces_ev_per_a": [[-0.6, 1.0, 0.5], [-0.2, -0.3, -0.3], [1.0, -1.3, 1.5], [-0.3, 3.0, 1.4], [1.6, 2.8, 0.8], [-2.6, -2.4, 0.5], [-0.9, 1.1, -2.0], [-0.5, -3.0, 3.6], [2.2, 2.0, -1.4], [-0.7, 1.4, -2.6], [-0.3, -0.1, -0.2], [1.0, -1.0, -0.4], [0.4, 0.0, -0.3], [-0.8, 0.1, 0.5], [-0.9, -2.4, -1.2], [-0.8, -1.2, 0.1], [-0.1, -0.5, -0.1], [2.4, 1.3, -1.4], [0.1, -0.4, 1.0]]}

{"formula": "C21H38IrNO3P2", "method": "ωB97M-V with the def2-TZVPD basis set", "s_squared": 6.026, "fmax_ha_per_bohr": 0.082, "homo_energy_ev": [-3.791, -8.243], "spin_multiplicity": 5, "total_charge": 0, "e_tot_ha": -1890.27684, "homo_lumo_gap_ha": [0.1492, 0.2577], "symbols": ["C", "C", "N", "C", "C", "C", "C", "P", "Ir", "P", "C", "C", "C", "C", "C", "C", "C", "O", "O", "H", "H", "H", "C", "C", "H", "H", "H", "H", "C", "C", "H", "H", "H", "H", "H", "H", "H", "H", "H", "H", "H", "H", "H", "H", "H", "H", "H", "H", "H", "H", "H", "H", "C", "C", "C", "C", "O", "H", "H", "H", "H", "H", "H", "H", "H", "H"], "xyz": [[-1.0933, 2.9033, -3.3039], [-1.1138, 1.9611, -2.2913], [-0.0081, 1.5711, -1.6255], [1.1602, 2.2229, -1.8395], [1.1831, 3.2714, -2.7530], [0.0702, 3.6230, -3.5064], [-2.4292, 1.4068, -1.8813], [-2.3120, -0.0478, -0.7131], [-0.2723, -0.1319, -0.3253], [2.7390, 0.3799, -0.2061], [2.4949, 1.8722, -1.1819], [-0.5380, -1.8624, 1.0161], [-1.3278, -1.8187, 2.1682], [-1.2211, -2.8434, 3.1170], [-0.3943, -3.9495, 2.8919], [0.2923, -4.0457, 1.6796], [0.1881, -3.0281, 0.7398], [-2.5777, -1.4381, -6.3734], [2.2535, -1.0605, -4.3161], [-2.0156, 3.0692, -3.8462], [2.1508, 3.7508, -2.8557], [0.1122, 4.4566, -4.1879], [-3.4615, 0.8267, 0.4258], [-3.1705, -1.4934, -1.3935], [3.1952, 1.8096, -2.0212], [2.7699, 2.7368, -0.5556], [-3.0157, 1.1314, -2.7472], [-2.9549, 2.2260, -1.3740], [4.0944, 0.6064, 0.9372], [3.0286, -0.9828, -1.2986], [-2.0497, -1.0089, 2.3114], [-1.8190, -2.7986, 4.0336], [-0.3173, -4.7463, 3.6316], [0.8937, -4.9313, 1.4431], [0.6239, -3.1516, -0.2491], [1.9193, -0.3753, -4.8435], [1.7369, -1.8509, -4.4912], [-2.1203, -1.4330, -5.5426], [-2.7470, -0.4791, -6.4729], [-0.5290, -1.6445, -0.7448], [-4.3167, 1.2292, -0.1463], [-3.8204, 0.1479, 1.2063], [-2.8893, 1.6767, 0.8372], [-4.2605, -1.3201, -1.4273], [-2.7960, -1.7367, -2.4030], [-2.9512, -2.3469, -0.7288], [4.1061, -1.0124, -1.5172], [2.7625, -1.9251, -0.8016], [2.4992, -0.9093, -2.2663], [5.0573, 0.6816, 0.4155], [3.9679, 1.5231, 1.5299], [4.1570, -0.2533, 1.6158], [1.3586, -0.2716, 3.9476], [0.2645, 0.7045, 3.9484], [-0.9492, 0.4379, 4.7347], [0.4207, 1.9722, 3.2260], [1.4447, 0.2820, 0.6280], [1.2408, -1.0186, 4.7415], [2.3375, 0.2117, 4.0721], [1.4037, -0.8216, 2.9950], [-0.7685, 0.5253, 5.8222], [-1.7452, 1.1486, 4.4704], [-1.3303, -0.5805, 4.5568], [0.9272, 1.8140, 2.2621], [-0.5617, 2.4286, 3.0338], [1.0232, 2.7092, 3.7928]], "atomic_forces_ev_per_a": [[-1.1, -1.6, 1.3], [-0.9, 0.9, -2.3], [-0.5, -2.3, 2.4], [1.2, 1.4, -1.5], [1.0, -1.1, 1.0], [1.1, 1.4, -0.9], [-0.1, -0.5, -0.1], [-3.3, 2.5, -1.0], [0.9, -1.1, 1.3], [-2.3, 1.1, 0.6], [0.4, 0.5, -0.4], [0.2, 1.0, -0.7], [0.1, -0.2, 0.0], [-0.2, -0.3, 0.0], [-0.1, 0.3, -0.1], [0.0, -0.3, 0.0], [0.1, -0.1, 0.5], [-0.4, 1.1, -0.5], [1.0, -1.5, 1.2], [0.1, 0.2, 0.0], [-0.1, 0.3, -0.2], [0.0, 0.0, -0.1], [-0.6, -0.7, 0.4], [-0.5, -0.1, 0.0], [0.3, 0.2, 0.2], [0.2, -0.4, 0.0], [-0.3, 0.0, -0.4], [0.0, -0.4, -0.1], [0.8, 0.1, 0.0], [0.5, -0.7, -0.3], [0.5, -0.1, 0.2], [0.2, 0.0, -0.3], [0.0, 0.2, -0.2], [-0.3, 0.3, 0.2], [0.2, 0.1, 0.3], [-0.9, 1.4, -1.2], [-0.1, 0.1, -0.1], [0.5, -0.4, 0.8], [-0.1, -0.7, -0.3], [0.1, -0.7, -1.8], [0.2, -0.3, 0.3], [0.0, 0.4, 0.2], [-0.3, -0.5, 0.0], [0.4, -0.1, 0.0], [-0.1, 0.2, 0.5], [-0.1, 0.3, -0.3], [-0.2, 0.0, 0.0], [0.0, 0.2, 0.0], [0.1, 0.2, 0.6], [-0.2, 0.0, 0.0], [-0.2, -0.3, -0.2], [-0.2, 0.1, -0.1], [0.5, -0.6, 0.0], [-0.2, 0.0, 0.0], [-0.6, 0.0, 0.3], [0.0, 0.6, -0.4], [3.0, -0.2, 0.8], [0.1, 0.1, -0.1], [0.0, 0.0, 0.0], [0.0, 0.0, 0.0], [-0.1, 0.0, -0.1], [0.1, -0.2, 0.2], [0.1, 0.2, 0.2], [-0.1, 0.1, 0.2], [0.3, 0.0, 0.0], [-0.1, -0.1, -0.1]]}

{"formula": "C8H19N2O", "method": "ωB97M-V with the def2-TZVPD basis set", "s_squared": 2.007, "fmax_ha_per_bohr": 0.093, "homo_energy_ev": [-9.775, -12.855], "spin_multiplicity": 3, "total_charge": 1, "e_tot_ha": -500.52011, "homo_lumo_gap_ha": [0.2486, 0.2484], "symbols": ["C", "C", "C", "C", "C", "C", "C", "C", "N", "N", "O", "H", "H", "H", "H", "H", "H", "H", "H", "H", "H", "H", "H", "H", "H", "H", "H", "H", "H", "H"], "xyz": [[-0.3909, -1.2373, -0.6254], [-0.1667, 0.0971, -0.1671], [-1.1627, -3.8981, -2.3976], [0.2847, 3.2096, 3.3301], [0.5115, -2.0076, -1.4519], [-1.0227, 0.7907, 0.7779], [-0.1353, -2.7429, -2.6271], [0.0961, 2.6471, 1.8768], [0.9961, 0.8508, -0.8240], [-0.4458, 1.3294, 1.9570], [1.4664, 2.6222, 1.2693], [-1.1970, -1.8028, -0.1873], [-2.0083, -3.4025, -1.9697], [-1.4727, -4.4042, -3.3225], [-0.7675, -4.6656, -1.7323], [0.7880, 2.5991, 4.0151], [0.8661, 4.1074, 3.0294], [-0.5453, 3.7148, 3.6528], [0.8347, -2.8188, -0.7943], [1.4001, -1.4598, -1.7156], [-1.4007, 1.7275, 0.1719], [-1.8331, 0.0943, 0.9525], [-0.6475, -1.9437, -3.2382], [0.6404, -3.2461, -3.1849], [-0.5859, 3.3494, 1.4012], [1.3868, 0.1730, -1.5386], [0.6031, 1.7514, -1.1734], [0.0061, 0.6854, 2.7060], [1.7579, 0.9981, -0.1466], [2.1440, 2.8820, 1.9567]], "atomic_forces_ev_per_a": [[-1.3, -3.0, -1.3], [2.4, 2.9, 0.7], [0.7, 1.0, 0.4], [1.7, 1.6, -4.2], [-0.4, -1.4, 0.9], [-0.4, 1.5, -1.8], [-0.9, 0.0, -1.7], [1.5, -0.9, 3.3], [-1.3, -1.8, 0.1], [0.8, -0.3, 1.9], [-0.1, 0.4, 0.6], [-0.3, 0.3, 0.1], [-1.0, -0.3, 0.5], [0.3, 0.5, 0.1], [0.0, 0.1, 0.1], [0.6, -0.9, 0.9], [0.5, -0.4, 0.9], [-2.5, 0.3, 1.3], [0.7, -0.3, 0.2], [0.5, -0.1, -0.6], [-0.1, -1.4, 1.1], [-0.5, 0.2, 0.3], [0.6, -1.0, 0.2], [0.6, 0.5, -0.5], [0.3, -0.3, -0.8], [-0.7, 1.5, 0.3], [1.0, -0.6, 0.0], [-1.1, 1.5, -2.1], [-0.4, 0.8, 0.1], [-1.3, -0.3, -1.1]]}

{"formula": "C3H11N3", "method": "ωB97M-V with the def2-TZVPD basis set", "fmax_ha_per_bohr": 0.057, "homo_energy_ev": -8.909, "total_charge": 0, "e_tot_ha": -284.98587, "homo_lumo_gap_ha": 0.3545, "symbols": ["C", "N", "C", "N", "C", "N", "H", "H", "H", "H", "H", "H", "H", "H", "H", "H", "H"], "xyz": [[-0.1451, 1.4382, 0.4666], [-0.5037, 0.2295, 1.2623], [0.4076, -0.9475, 1.2930], [-0.4221, -2.0828, 0.8327], [0.0594, 1.3107, -1.0664], [-0.2058, -0.3897, -1.8453], [0.8034, 1.7797, 0.8749], [-0.9429, 2.1322, 0.6636], [-1.3166, -0.2261, 0.7870], [0.6627, -1.2345, 2.3431], [1.3342, -0.8457, 0.6127], [0.1297, -2.9355, 0.8867], [-0.4210, -1.9169, -0.1961], [-0.4003, 2.1244, -1.6693], [1.0961, 1.2302, -1.2600], [0.6353, -0.2194, -2.4059], [-0.7707, 0.5532, -1.5796]], "atomic_forces_ev_per_a": [[0.1, -1.7, 0.3], [-0.5, -0.7, -1.5], [0.4, -0.5, -0.1], [0.8, 0.3, -1.6], [1.2, 0.5, 1.2], [0.0, 1.1, 1.3], [-0.1, 0.4, 0.1], [-0.1, 0.5, 0.1], [0.4, 0.9, 0.8], [0.3, 0.8, -0.7], [-1.1, 0.3, 1.2], [-0.1, -0.1, 0.4], [-0.5, -0.2, 0.6], [0.3, -0.4, 0.4], [0.7, 0.5, -0.3], [-0.7, 0.1, -0.3], [-1.2, -1.8, -1.9]]}